C37H39BrO2P2ScSi as an isolated structure in a non-equilibrium geometry, computed with the ωB97M-V functional and the def2-TZVPD basis.

CARTESIAN COORDINATES (ANGSTROEM)
Sc 0.29 -1.55 0.56
C 0.93 2.17 1.97
C -0.24 1.32 2.51
P -1.39 0.51 1.29
C -2.61 1.76 0.76
C -2.84 2.94 1.45
C -3.78 3.84 0.99
C -4.51 3.57 -0.16
C -4.28 2.39 -0.86
C -3.33 1.49 -0.41
C -2.37 -0.50 2.47
C -3.75 -0.36 2.64
C -4.43 -1.22 3.49
C -3.76 -2.23 4.16
C -2.39 -2.38 3.99
C -1.71 -1.52 3.15
C 1.68 1.52 0.78
P 0.58 1.87 -0.68
C 1.56 3.09 -1.62
C 2.82 2.80 -2.14
C 3.52 3.76 -2.84
C 2.97 5.02 -3.03
C 1.71 5.32 -2.52
C 1.01 4.36 -1.82
C 0.60 0.47 -1.88
C 1.38 -0.63 -1.82
C 1.53 -1.74 -2.82
C -0.73 -1.46 -3.89
C -0.98 0.01 -3.79
C -0.38 0.81 -2.91
H 1.62 2.31 2.80
H 0.59 3.16 1.67
H -0.85 1.89 3.21
H 0.18 0.48 3.07
H -2.29 3.17 2.35
H -3.95 4.76 1.54
H -5.25 4.28 -0.51
H -4.85 2.18 -1.76
H -3.15 0.58 -0.95
H -4.29 0.42 2.12
H -5.50 -1.10 3.62
H -4.30 -2.91 4.81
H -1.86 -3.16 4.51
H -0.62 -1.64 3.04
H 1.84 0.46 0.99
H 2.64 1.99 0.62
H 3.25 1.81 -1.99
H 4.50 3.53 -3.24
H 3.52 5.77 -3.59
H 1.29 6.30 -2.67
H 0.02 4.58 -1.42
H 2.18 -0.64 -1.06
H 2.60 -1.85 -3.03
H -1.31 -1.86 -4.73
H -1.69 0.45 -4.49
H -0.65 1.87 -2.92
C 2.08 -3.81 3.05
Si 2.21 -2.00 2.45
C 2.36 -0.92 4.03
C 3.96 -1.76 1.68
H 3.03 -4.12 3.50
H 1.86 -4.50 2.23
H 1.30 -3.92 3.80
H 3.21 -1.28 4.61
H 1.48 -0.97 4.67
H 2.56 0.13 3.79
H 4.70 -2.13 2.39
H 4.17 -0.70 1.52
H 4.11 -2.28 0.74
Br 2.12 -3.76 -0.82
C 1.02 -3.11 -2.31
C 1.10 -3.96 -3.55
C 0.95 -3.17 -4.60
C 0.77 -1.73 -4.16
C -1.22 -2.17 -2.64
C -0.43 -2.94 -1.89
C -0.93 -3.73 -0.68
O -1.33 -4.85 -0.80
O -0.83 -3.03 0.43
H 1.21 -5.04 -3.52
H 0.90 -3.47 -5.64
H 1.17 -1.01 -4.87
H -2.27 -2.08 -2.40

Output
* maximum force: 1.26 eV Å⁻¹
* HOMO level: -0.38510 Ha
* LUMO: -0.1262 hartree
* E_tot: -160289.91545 eV
* charge: +1
* energy relative to the best compared isomer or geometry (same formula, charge and spin): 3.5 kcal/mol
* orbital gap: 7.05 eV